(1)
Density functional theory data (the ωB97M-V functional and the def2-TZVPD basis) for an isolated molecule of C5H12S2.

Values from the calculation:
charge	0
max |F|	3.57	eV Å⁻¹
2S+1	1
HOMO (spin up / spin down)	-7.47 / -7.80	eV

Structure (XYZ):
```
19
Properties=species:S:1:pos:R:3:mulliken_charge:R:1
C -0.35513 -1.13334 1.12569 -1.159
C -2.08413 0.25419 0.15798 -1.437
C 0.25782 0.33789 -1.69161 -0.951
C -0.72176 0.35424 0.80036 0.460
C 0.27673 0.82328 -0.24832 0.142
S 1.83791 1.23872 0.13752 -0.076
S 3.01784 -1.05860 -0.04965 -0.452
H -0.88279 -1.61254 1.96458 0.398
H 0.70750 -1.09357 1.34189 0.307
H -0.54773 -1.81849 0.24887 0.243
H -2.92164 0.16404 0.85466 0.380
H -2.17738 -0.56126 -0.52446 0.329
H -2.32548 1.19650 -0.48382 0.309
H -0.61293 -0.36331 -1.86456 0.280
H 0.26370 1.26389 -2.31351 0.279
H 1.18819 -0.27414 -1.71544 0.336
H -0.78681 0.93733 1.77896 0.316
H 1.92950 2.00599 1.34827 0.187
H 3.93659 -0.66082 -0.86742 0.109
```

=====

(2)
Density functional theory data (the ωB97M-V functional and the def2-TZVPD basis) for a cluster of 2 separate species, C2H4IN in total.

Values from the calculation:
charge	0
max |F|	2.63	eV Å⁻¹
2S+1	1
HOMO (spin up / spin down)	-8.82 / -8.57	eV

Structure (XYZ):
```
8
Properties=species:S:1:pos:R:3:mulliken_charge:R:1
C 0.85483 -1.40441 -1.21412 0.003
C -0.14379 0.84441 1.76719 -0.710
N -0.22377 -1.89152 -0.94819 -0.343
I 0.83056 1.72976 0.15929 0.131
H 1.79916 -1.83694 -1.59515 0.269
H 0.66879 -0.24785 -1.19417 0.002
H -1.21878 0.82197 1.97288 0.352
H 0.58291 0.62655 2.58847 0.296
```

=====

(3)
Density functional theory data (the ωB97M-V functional and the def2-TZVPD basis) for a structure of composition C46H32CrN3O10S2.

Values from the calculation:
charge	-1
max |F|	3.21	eV Å⁻¹
2S+1	5
HOMO (spin up / spin down)	-4.63 / -6.44	eV

Structure (XYZ):
```
94
Properties=species:S:1:pos:R:3:lowdin_spin:R:1
Cr 0.72170 0.05650 0.08060 3.599
O 0.00220 3.46520 -1.91880 0.021
C 0.13390 2.32210 -1.50650 0.013
O 0.35750 1.98300 -0.28060 0.031
C 0.02540 1.13090 -2.41730 0.033
C -0.22490 1.12760 -3.77660 -0.007
C -0.25620 -0.09240 -4.44180 0.032
C -0.03510 -1.26960 -3.72990 -0.008
C 0.21170 -1.18930 -2.37200 0.036
N 0.23400 -0.00900 -1.73700 -0.002
C 0.48080 -2.32760 -1.40110 0.012
O 0.59430 -3.48160 -1.76850 0.015
O 0.58810 -1.89400 -0.19090 0.033
H -0.39130 2.06610 -4.28010 -0.001
H -0.45090 -0.12300 -5.50320 0.002
H -0.04310 -2.23490 -4.20920 -0.001
C -3.87190 7.42120 0.42140 0.000
C -3.54880 5.95930 0.30530 0.000
C -4.54530 5.00810 0.11310 0.000
C -4.23090 3.66360 0.00540 0.000
C -2.91230 3.26360 0.10100 0.002
C -1.90330 4.19530 0.27520 0.000
C -2.22540 5.53660 0.37270 0.000
S -2.48160 1.49720 -0.06020 0.013
O -3.58030 0.91480 -0.83850 0.003
C -2.82560 1.17060 1.71150 0.002
C -2.15350 1.99140 2.63010 0.001
C -2.30720 1.81070 3.98070 0.001
C -3.07820 0.73620 4.47680 0.000
C -3.17460 0.47090 5.85710 0.000
C -3.87120 -0.61590 6.31550 0.000
C -4.51110 -1.46610 5.40800 0.000
C -4.46110 -1.21590 4.06060 0.000
C -3.74720 -0.11100 3.55420 0.000
C -3.64060 0.14700 2.15070 0.000
C -4.45370 -0.66950 1.23150 0.001
C -5.86630 -0.50680 1.23030 0.000
C -6.49300 0.50140 1.99140 0.000
C -7.84700 0.68180 1.93900 0.000
C -8.64020 -0.13050 1.11610 0.000
C -8.05820 -1.10250 0.34740 0.000
C -6.66520 -1.31570 0.37940 0.000
C -6.03970 -2.27640 -0.44530 0.000
C -4.67890 -2.37570 -0.46860 0.001
C -3.89240 -1.57540 0.36630 0.006
S -2.09610 -1.55550 0.05200 0.026
O -2.01920 -2.06800 -1.31570 0.002
C -1.73710 -2.96690 1.14620 0.000
C -1.50700 -2.74860 2.49330 0.000
C -1.08540 -3.78770 3.30390 0.000
C -0.89180 -5.05860 2.77660 0.000
C -0.34660 -6.17200 3.62080 0.000
C -1.17680 -5.27250 1.43110 0.000
C -1.58500 -4.23390 0.61460 0.001
H -4.90340 7.57340 0.73190 0.000
H -3.72760 7.91620 -0.54010 0.000
H -3.21260 7.89930 1.14450 0.000
H -5.57820 5.32280 0.04560 0.000
H -4.99730 2.91850 -0.15170 0.000
H -0.87350 3.87810 0.30730 0.000
H -1.43430 6.26270 0.49590 0.000
H -1.52030 2.78200 2.25950 0.000
H -1.81960 2.47370 4.68030 0.000
H -2.67180 1.13660 6.54380 0.000
H -3.92220 -0.82390 7.37460 0.000
H -5.04510 -2.32940 5.77660 0.000
H -4.95870 -1.87820 3.36980 0.000
H -5.87830 1.14160 2.60730 0.000
H -8.31220 1.45890 2.52950 0.000
H -9.70930 0.02680 1.08140 0.000
H -8.65780 -1.70800 -0.31890 0.000
H -6.64990 -2.89330 -1.09070 0.000
H -4.16430 -3.04650 -1.13940 0.000
H -1.65190 -1.76730 2.91820 0.000
H -0.89290 -3.59610 4.35190 0.000
H -0.38070 -5.91110 4.67640 0.000
H 0.69130 -6.36170 3.34330 0.000
H -0.90980 -7.08950 3.45870 0.000
H -1.05420 -6.26350 1.01710 0.000
H -1.74710 -4.38220 -0.44200 0.000
O 4.51640 -0.04240 4.53910 0.000
C 3.28680 -0.05220 4.99290 0.000
O 3.02970 -0.09820 6.17620 0.000
C 2.18700 -0.00100 3.98770 0.003
C 0.83810 0.02650 4.28810 0.017
N 0.16610 0.06300 3.12260 0.007
N 0.99480 0.07910 2.07130 0.013
C 2.23380 0.03110 2.57060 0.024
C 3.34800 0.05270 1.57010 0.008
O 4.52230 0.05310 1.97780 0.009
O 2.96670 0.09040 0.37650 0.043
H 4.58580 -0.00380 3.51290 0.000
H 0.33280 0.01230 5.23230 0.001
H -0.82780 0.19920 2.99290 0.002
```

=====

(4)
Density functional theory data (the ωB97M-V functional and the def2-TZVPD basis) for a cluster of 8 separate species, C19H58ClO29P6 in total.

Values from the calculation:
charge	-1
max |F|	4.47	eV Å⁻¹
2S+1	1
HOMO	-5.78	eV

Structure (XYZ):
```
113
Properties=species:S:1:pos:R:3:mulliken_charge:R:1
Cl 0.37849 1.50817 0.65581 1.567
O -0.56430 0.41884 0.40396 -0.676
O 1.70797 1.14157 0.31012 -0.620
O -0.14807 2.57894 -0.19651 -0.644
O 0.28485 1.79105 2.03785 -0.628
C -4.68482 -9.25051 -3.53561 -0.600
O -4.81719 -9.46185 -2.10788 -0.346
P -5.33482 -8.31957 -1.15750 0.965
O -5.44815 -8.84120 0.23243 -0.688
O -4.25502 -7.14738 -1.41336 -0.243
C -4.12766 -5.95404 -0.72104 -0.685
O -6.77034 -7.78345 -1.66275 -0.288
C -7.02185 -7.02648 -2.87672 -0.687
H -3.71558 -9.57108 -3.91760 0.265
H -4.88269 -8.23815 -3.88785 0.287
H -5.39299 -9.96144 -3.96124 0.270
H -3.15287 -6.04703 -0.24224 0.256
H -4.97728 -5.85392 -0.04560 0.329
H -3.90528 -5.02393 -1.24407 0.283
H -6.21502 -6.37903 -3.22013 0.321
H -7.71871 -6.21374 -2.67188 0.283
H -7.40607 -7.73236 -3.61305 0.277
C 5.49217 -3.21208 -2.05479 -0.720
O 5.24581 -3.95484 -3.21205 -0.177
P 4.41304 -5.34543 -3.17468 0.988
O 4.99175 -6.39832 -2.27363 -0.707
O 2.82650 -5.01262 -2.99953 -0.309
C 2.07328 -3.93659 -3.66502 -0.577
O 4.59920 -5.76611 -4.70799 -0.327
C 5.89660 -5.74574 -5.28400 -0.616
H 6.13379 -2.43381 -2.46798 0.209
H 6.05581 -3.88590 -1.40951 0.322
H 4.61436 -2.88615 -1.49685 0.310
H 1.64016 -3.37549 -2.83697 0.278
H 1.29688 -4.48750 -4.19587 0.238
H 2.71066 -3.39570 -4.36451 0.293
H 6.60204 -5.33573 -4.56125 0.243
H 6.06430 -5.14220 -6.17604 0.276
H 6.28072 -6.74244 -5.50109 0.277
C -4.00553 -2.87610 5.69500 -0.606
O -4.04251 -4.26048 5.23780 -0.302
P -4.77899 -5.46511 6.16032 0.899
O -5.02843 -6.77305 5.44445 -0.645
O -3.91900 -5.53062 7.54353 -0.290
C -4.22474 -4.77442 8.71495 -0.515
O -6.17484 -4.67728 6.46593 -0.252
C -7.11094 -4.31794 5.54372 -0.684
H -3.32399 -2.86318 6.54555 0.232
H -4.95687 -2.40801 5.94785 0.282
H -3.56701 -2.15627 5.00388 0.294
H -3.94614 -3.76369 8.41678 0.248
H -3.48677 -5.08543 9.45440 0.248
H -5.26164 -4.82185 9.04763 0.252
H -7.30660 -5.14641 4.86294 0.295
H -6.75077 -3.50222 4.91685 0.285
H -8.01072 -3.87115 5.96666 0.257
C 7.65916 2.70317 -4.03194 -0.602
O 7.77984 1.98012 -5.18799 -0.310
P 9.23815 1.92865 -5.90100 1.011
O 10.38105 1.47662 -5.09728 -0.654
O 8.89308 0.85701 -7.10002 -0.326
C 9.93103 0.23843 -7.88090 -0.725
O 9.39670 3.36672 -6.58804 -0.315
C 9.86777 4.49909 -5.88666 -0.628
H 8.63051 2.69474 -3.53746 0.349
H 6.83366 2.24108 -3.49055 0.264
H 7.40757 3.69189 -4.41563 0.214
H 10.88776 0.23672 -7.35866 0.344
H 10.06926 0.55109 -8.91590 0.266
H 9.62751 -0.79429 -7.70918 0.280
H 10.35957 4.10780 -4.99609 0.360
H 8.95766 5.03913 -5.62558 0.225
H 10.55584 5.01035 -6.55993 0.245
C 6.09290 5.90256 2.09366 -0.755
O 5.70645 6.40287 0.79759 -0.229
P 5.44004 8.02661 0.60799 1.042
O 5.75775 8.93890 1.74774 -0.699
O 3.88354 8.13466 -0.00927 -0.334
C 3.47169 7.05556 -0.87211 -0.658
O 6.31788 8.30658 -0.71549 -0.308
C 7.68315 8.01815 -0.74833 -0.612
H 7.14787 5.66787 2.23524 0.265
H 5.45471 5.02818 2.22126 0.290
H 5.83959 6.54541 2.93668 0.346
H 3.82065 6.03139 -0.74020 0.308
H 3.76206 7.22785 -1.90850 0.266
H 2.39735 6.90723 -0.76306 0.304
H 7.77730 7.25212 -1.51802 0.205
H 8.08118 7.75068 0.23051 0.318
H 8.07966 8.99858 -1.01226 0.252
C -10.42573 4.38525 4.46801 -0.718
O -9.29118 4.93118 5.01717 -0.338
P -7.92428 3.99354 5.25896 1.056
O -8.12826 2.56277 4.91777 -0.676
O -6.69427 4.73734 4.47421 -0.296
C -5.55854 4.00089 4.05249 -0.753
O -7.65011 4.30003 6.79147 -0.314
C -7.04199 5.52414 7.27972 -0.715
H -10.36479 3.57108 3.74585 0.325
H -10.87192 5.14862 3.83061 0.279
H -11.17047 4.15694 5.23045 0.278
H -4.99271 4.46772 3.24626 0.287
H -5.82680 2.94738 3.97362 0.352
H -4.98005 3.81382 4.95718 0.315
H -6.30471 5.17821 8.00418 0.296
H -6.32205 5.92847 6.56816 0.325
H -7.58361 6.22555 7.91437 0.297
C -4.15528 5.80862 -2.02108 -0.529
O -4.45151 4.45508 -2.22830 -0.501
H -3.90017 6.06298 -0.99234 0.245
H -3.46213 6.20534 -2.76288 0.229
H -5.10489 6.33577 -2.11300 0.227
H -3.85863 3.95222 -1.66508 0.329
```

=====

(5)
Density functional theory data (the ωB97M-V functional and the def2-TZVPD basis) for a structure of composition C12H25BF6NO15S2Zr.

Values from the calculation:
charge	+1
max |F|	5.79	eV Å⁻¹
2S+1	1
HOMO	-13.27	eV

Structure (XYZ):
```
63
Properties=species:S:1:pos:R:3:mulliken_charge:R:1
Zr -2.36497 -0.47438 1.28139 1.181
C -1.27982 -1.99958 5.22035 0.657
F -0.47907 -2.16839 6.23133 -0.165
F -1.69399 -3.16259 4.75781 -0.188
F -2.32351 -1.25982 5.53330 -0.193
S -0.27364 -1.13985 3.80783 0.956
O 0.98514 -0.68966 4.32841 -0.505
O -0.20400 -2.13219 2.75159 -0.581
N -1.36733 0.03553 3.07938 -0.381
S -1.30966 1.37935 4.04994 0.802
O -2.53408 2.11416 3.89792 -0.598
O -0.94607 1.07176 5.41512 -0.552
C 0.14271 2.43184 3.41348 0.755
F -0.08765 2.81413 2.15443 -0.198
F 0.19381 3.50610 4.18548 -0.204
F 1.27541 1.75625 3.48963 -0.184
C 0.07481 1.61738 -1.48003 -1.492
C -0.73641 0.71201 -0.62177 1.430
O -0.31787 0.38353 0.52957 -0.190
O -1.83833 0.18038 -0.91809 -0.641
H 0.73367 1.07247 -2.15453 0.064
H 0.75913 2.20717 -0.86711 0.386
H -0.51300 2.32305 -2.06350 0.508
B -3.31584 1.79078 1.05769 0.983
H -2.25507 1.63027 1.41204 -0.518
H -3.75584 0.84338 0.62510 0.018
H -3.89967 2.16596 1.97727 -0.014
H -3.31197 2.49418 0.15672 -0.353
C 2.26072 -1.06372 -5.26545 -1.170
C 0.84540 -0.70009 -5.69135 0.362
C -0.21170 -1.00352 -4.62214 -0.307
O -0.61655 0.27311 -4.13895 -0.244
C -0.07453 1.25056 -4.91146 0.625
O -0.36887 2.39952 -4.85340 -0.529
O 0.78796 0.73594 -5.81216 -0.366
H 2.38250 -2.14593 -5.37642 0.381
H 2.49253 -0.77748 -4.24003 0.115
H 3.01027 -0.62813 -5.92497 0.375
H 0.55988 -1.11245 -6.65657 0.298
H 0.17814 -1.62403 -3.81612 0.203
H -1.05512 -1.49419 -5.11184 0.300
C 4.50832 -0.80337 1.61915 -1.676
C 3.11442 -0.69985 1.05866 1.155
C 3.10198 -0.49876 -0.50420 -0.449
O 2.23824 -1.52970 -0.94140 -0.196
C 1.92300 -2.36447 0.03100 0.532
O 1.27023 -3.36932 -0.14024 -0.692
O 2.37493 -1.92259 1.21239 -0.296
H 4.49561 -1.05611 2.68054 0.388
H 4.95373 0.18535 1.50104 0.404
H 5.10083 -1.59438 1.15919 0.399
H 2.57612 0.14062 1.49555 -0.227
H 4.11706 -0.62816 -0.87149 0.388
H 2.71579 0.49854 -0.68846 0.266
O -1.27728 -2.23895 0.36157 -0.167
H -1.80631 -2.94443 -0.03496 0.236
H -0.34176 -2.49592 0.16509 0.063
O -3.88227 -1.41523 -0.06928 -0.460
H -3.87339 -2.35208 -0.32274 0.268
H -4.57681 -1.01044 -0.61901 0.301
O -2.17335 4.50796 -0.47389 -0.638
H -2.74991 3.73520 -0.53837 0.270
H -1.35674 4.24328 -0.91004 0.306
```

=====

(6)
Density functional theory data (the ωB97M-V functional and the def2-TZVPD basis) for a structure of composition C6H10N2.

Values from the calculation:
charge	0
max |F|	5.36	eV Å⁻¹
2S+1	1
HOMO	-8.44	eV

Structure (XYZ):
```
18
Properties=species:S:1:pos:R:3:mulliken_charge:R:1
C 0.04208 -0.64874 0.22821 0.537
C -0.94185 -0.33567 1.33249 -0.674
C 0.00128 -1.84861 -0.65321 -1.445
C 1.10664 0.38644 0.15421 0.776
C -0.89452 0.68980 0.26666 0.099
N 1.57297 0.74580 -1.10715 -0.425
C -1.63482 1.60372 -0.32483 -0.789
N 1.88120 0.64804 1.19515 -0.885
H 0.87639 1.01999 -1.78249 0.232
H 2.38762 1.34061 -1.07983 0.297
H 1.90978 -0.12800 1.85321 0.252
H -0.58657 -0.06463 2.32044 0.230
H -1.81802 -0.97577 1.38187 0.306
H -0.23325 -1.58107 -1.68607 0.290
H 0.97031 -2.34785 -0.65197 0.345
H -0.76539 -2.55288 -0.32717 0.391
H -2.55715 1.95530 0.11495 0.267
H -1.31670 2.09352 -1.23446 0.196
```